Run w
{
  "formula": "C3H9NS",
  "method": "ωB97M-V/def2-TZVPD",
  "species": ["C", "N", "C", "S", "C", "H", "H", "H", "H", "H", "H", "H", "H", "H"],
  "positions_angstrom": [[1.082, -1.457, -0.664], [0.715, -0.483, 0.427], [-0.772, -0.462, 0.755], [-1.686, 0.611, -0.333], [-0.654, 2.053, -0.201], [0.874, -2.510, -0.541], [2.096, -1.369, -1.132], [0.386, -1.216, -1.514], [1.092, -0.855, 1.301], [-1.183, -1.504, 0.887], [-0.784, 0.038, 1.782], [0.232, 1.693, -0.728], [-1.038, 3.001, -0.812], [-0.361, 2.459, 0.774]],
  "mulliken_charge": [-0.850, -0.404, -0.548, -0.100, -0.737, 0.349, 0.292, 0.290, 0.267, 0.332, 0.310, 0.245, 0.268, 0.286],
  "homo_lumo_gap_ev": 9.50,
  "e_lumo_ev": 0.99,
  "spin_multiplicity": 1,
  "mol_weight_g_mol": 91.18,
  "smiles": "CNCSC",
  "homo_energy_ev": -8.51
}

***

Run x
{
  "formula": "C3H9NS",
  "method": "ωB97M-V/def2-TZVPD",
  "species": ["C", "C", "N", "C", "S", "H", "H", "H", "H", "H", "H", "H", "H", "H"],
  "positions_angstrom": [[1.466, -0.591, -0.416], [0.233, 0.272, -0.241], [0.528, 1.390, 0.670], [-0.980, -0.505, 0.326], [-2.624, 0.191, -0.076], [1.486, -1.232, -1.295], [2.334, 0.058, -0.564], [1.646, -1.167, 0.494], [-0.115, 0.567, -1.241], [1.300, 1.915, 0.249], [-0.249, 2.035, 0.683], [-0.995, -0.403, 1.411], [-0.754, -1.550, 0.113], [-3.274, -0.981, -0.114]],
  "mulliken_charge": [-1.448, 0.603, -0.746, -0.931, -0.237, 0.367, 0.382, 0.333, 0.239, 0.231, 0.258, 0.413, 0.413, 0.124],
  "homo_lumo_gap_ev": 10.00,
  "e_lumo_ev": 0.98,
  "spin_multiplicity": 1,
  "mol_weight_g_mol": 91.18,
  "smiles": "C[C@H](N)CS",
  "homo_energy_ev": -9.02
}

***

run w is the least stable structure shown above.